{
  "formula": "CH3N3OS",
  "method": "wB97M-V/def2-TZVPD",
  "elements": ["C", "N", "N", "N", "O", "S", "H", "H", "H"],
  "coordinates": [[-0.075612, -0.214368, 0.726181], [-0.583433, -0.025116, -1.444519], [0.027742, 1.033667, -1.380858], [-0.848344, -0.701103, -0.360172], [1.992131, 1.283146, 0.134717], [0.539350, 1.415051, 0.198881], [-0.758303, -0.214437, 1.588637], [0.791029, -0.816466, 0.904425], [-1.084561, -1.760374, -0.367293]],
  "forces_ev_per_a": [[-1.0403, 0.0766, 1.9775], [-1.1889, -1.5594, -3.1435], [-0.3898, 0.6406, -0.3825], [-0.3628, -2.2366, 0.7358], [0.7111, 0.1699, 0.3485], [0.2475, 0.0128, 0.8834], [0.6839, 0.4576, 0.1245], [0.7199, -0.3360, 0.3038], [0.6194, 2.7745, -0.8475]],
  "e_lumo_ha": 0.02034,
  "relative_energy_kcal_mol": 80.8,
  "total_charge": 0
}


{
  "formula": "H24O12",
  "method": "wB97M-V/def2-TZVPD",
  "elements": ["O", "H", "H", "O", "H", "H", "O", "H", "H", "O", "H", "H", "O", "H", "H", "O", "H", "H", "O", "H", "H", "O", "H", "H", "O", "H", "H", "O", "H", "H", "O", "H", "H", "O", "H", "H"],
  "coordinates": [[-0.071652, 1.270706, 1.028171], [-0.157807, 0.334198, 1.239167], [-0.566654, 1.372692, 0.207462], [-0.845278, -3.285127, 3.310498], [-1.372549, -4.035218, 3.607715], [-1.487049, -2.573405, 3.207672], [4.527111, 1.282097, -0.570059], [4.259913, 0.656845, 0.113062], [5.123057, 0.774541, -1.132399], [-1.695843, -0.885972, -0.600420], [-1.955470, -0.645990, 0.296236], [-1.639557, -1.847924, -0.578746], [0.699536, -3.392517, -0.630261], [1.065602, -3.308564, 0.257397], [0.716532, -2.493346, -0.976950], [-4.382318, -0.404022, -0.078012], [-4.187831, -1.344716, 0.001109], [-4.110999, -0.036270, 0.770595], [1.082065, 1.274680, -2.604284], [1.805682, 1.783404, -2.221442], [1.073912, 1.539391, -3.531026], [2.114439, 4.635125, 2.740722], [2.862030, 4.060716, 2.540343], [1.466029, 4.422141, 2.060141], [1.819860, -0.903694, -1.999178], [2.508129, -1.556965, -2.168035], [2.303379, -0.077736, -1.885193], [-4.300874, 3.799319, -0.159427], [-5.127529, 4.276752, -0.292430], [-4.572913, 2.967163, 0.243687], [1.787545, -1.547045, 1.957601], [2.608509, -1.907177, 2.311594], [1.857210, -1.694372, 1.007637], [-1.048254, -0.458647, -2.377108], [-1.817453, -0.938283, -2.704632], [-0.340507, -1.112777, -2.391224]],
  "forces_ev_per_a": [[-0.1587, -0.0015, 0.0900], [0.2392, 0.0611, -0.0400], [0.1038, -0.0504, -0.1725], [-0.2137, -0.0520, -0.0096], [0.0762, 0.0255, -0.0144], [0.1452, -0.0130, 0.0346], [-0.1116, -0.2671, -0.1482], [-0.0471, 0.1171, 0.0725], [0.0471, 0.1184, 0.0278], [-1.2371, -0.8977, 4.6277], [-0.3136, -0.2431, 0.5206], [0.1212, -0.1878, 0.2055], [0.0321, 0.0238, 0.0392], [-0.2499, -0.2103, 0.0852], [0.1072, 0.2052, -0.0795], [-0.3802, 0.0252, 0.3383], [-0.0084, 0.1229, -0.1360], [-0.1051, 0.0101, -0.0716], [0.1633, 1.1805, -0.1405], [-0.0864, 0.4064, 0.0144], [-0.1507, -0.0589, 0.0446], [0.0791, -0.0610, -0.1308], [-0.0862, 0.0556, 0.0428], [-0.0137, -0.0278, 0.0893], [0.8140, -1.3825, 0.4777], [-0.0292, -0.2026, 0.0067], [-0.4672, -0.0248, -0.1438], [-0.1814, -0.0263, 0.0935], [0.1076, -0.0125, -0.0170], [0.0686, 0.0416, -0.1071], [0.1460, -0.1206, -0.2174], [-0.1173, 0.0185, 0.1179], [0.0329, 0.2937, -0.0229], [1.3480, 0.4183, -5.1973], [0.0559, 0.2666, -0.0239], [0.2704, 0.4494, -0.2557]],
  "e_lumo_ha": -0.00533,
  "relative_energy_kcal_mol": 115.4,
  "total_charge": 0
}


{
  "formula": "C2H2FP",
  "method": "wB97M-V/def2-TZVPD",
  "elements": ["C", "C", "F", "P", "H", "H"],
  "coordinates": [[0.266367, -0.135513, -0.534158], [0.224396, -0.036156, 0.822758], [0.960177, 0.951431, 1.450817], [0.274323, -1.690097, -1.151724], [0.567309, 0.925431, -0.956157], [0.124741, -0.950607, 1.381564]],
  "forces_ev_per_a": [[0.6029, 4.1201, -0.3198], [1.8726, -0.0701, 0.5957], [-1.2965, -0.8829, -0.5088], [-0.1293, -0.9516, -0.7563], [-0.6257, -2.3422, 0.0508], [-0.4240, 0.1267, 0.9384]],
  "e_lumo_ha": [-0.04740, -0.04624],
  "relative_energy_kcal_mol": 61.6,
  "total_charge": 0
}


{
  "formula": "C14H21BCdN4",
  "method": "wB97M-V/def2-TZVPD",
  "elements": ["C", "C", "C", "H", "C", "H", "H", "H", "C", "H", "H", "C", "H", "H", "C", "H", "H", "C", "H", "H", "Cd", "H", "B", "N", "C", "C", "C", "N", "N", "C", "C", "C", "N", "H", "H", "H", "H", "H", "H", "H", "H"],
  "coordinates": [[-2.270273, 2.157844, 0.515232], [-2.973346, -0.594382, -0.825672], [-1.777388, 2.495701, -0.696745], [-1.881699, 2.571400, 1.456461], [-2.049281, -0.405398, -1.768595], [-3.061922, -1.569694, -0.335111], [-0.965539, 3.227384, -0.819513], [-1.353686, -1.214287, -2.031485], [-2.391359, 2.172066, -2.023669], [-1.997262, 2.931807, -2.718039], [-3.484237, 2.295767, -2.051871], [-3.539940, 1.395902, 0.735863], [-4.373908, 2.103521, 0.930428], [-3.434572, 0.803615, 1.663037], [-4.007250, 0.396434, -0.368260], [-4.521969, 0.935198, -1.182014], [-4.783830, -0.221765, 0.113024], [-1.992226, 0.808636, -2.657336], [-2.647488, 0.677740, -3.545452], [-0.960912, 0.920701, -3.046521], [0.653754, 0.618788, 0.423620], [-0.212050, 2.205818, 0.615183], [3.927425, -0.646941, 0.002741], [2.737617, -1.577732, -0.457271], [2.859715, -2.856079, -0.880107], [1.594797, -3.427074, -0.936821], [0.702556, -2.428039, -0.534369], [1.409641, -1.309659, -0.246153], [3.585962, -0.232903, 1.492112], [4.372419, -0.332214, 2.583646], [3.598127, -0.183355, 3.731629], [2.275402, 0.012472, 3.274608], [2.284591, 0.009833, 1.921910], [4.184758, 0.294676, -0.739337], [4.933800, -1.306082, 0.058347], [3.838814, -3.282552, -1.073289], [1.346994, -4.418274, -1.260806], [-0.375554, -2.465079, -0.422329], [5.435329, -0.544320, 2.477197], [3.938711, -0.167931, 4.749224], [1.375278, 0.148457, 3.876503]],
  "forces_ev_per_a": [[-0.9713, 1.1026, -1.3154], [0.2323, -0.1384, 0.0066], [-1.4067, 0.8322, 0.7518], [0.2094, -0.2377, -0.6475], [-0.3647, -0.1542, -0.3310], [0.3929, 0.2548, -0.0597], [-0.1262, -0.7069, 0.5325], [-0.3618, 0.2923, 0.1599], [-0.1236, 0.0843, -0.8924], [-0.2821, -0.1964, 0.0954], [0.4401, -0.0335, 0.1789], [-0.4239, -0.7238, 0.0489], [0.3892, -0.2787, -0.0501], [-0.0025, 0.2408, -0.1957], [-0.7886, 0.0360, 0.4603], [0.4172, -0.3893, 0.2567], [0.0232, 0.3738, -0.1842], [0.4169, 0.5297, -0.1806], [0.4031, -0.1667, 0.3985], [-0.4346, -0.1646, 0.1104], [0.0819, 1.3512, 0.5242], [2.4349, -1.7450, 0.3321], [0.1626, 0.3965, 0.1513], [-0.6733, -0.5586, 0.0177], [-0.4171, 0.5168, 0.3622], [-0.1179, 0.1024, -0.1350], [1.3580, 0.4382, -0.0131], [-0.0593, -0.9464, -0.9673], [-1.2843, 0.1679, 1.2877], [-0.3049, -0.1305, -0.0555], [-0.3487, 0.1681, -0.4217], [1.5298, 0.0132, -0.9868], [0.9298, -0.1467, 0.8589], [-0.7131, -0.0988, 0.2465], [-0.1213, -0.2253, -0.0021], [-0.2861, 0.1810, 0.0551], [-0.0033, -0.1878, 0.0283], [0.2723, 0.1185, -0.0361], [-0.4118, 0.0923, 0.0241], [0.0684, -0.1332, 0.1020], [0.2647, 0.0699, -0.5158]],
  "e_lumo_ha": 0.01984,
  "total_charge": 0
}


{
  "formula": "C8H14FeN4O2S",
  "method": "wB97M-V/def2-TZVPD",
  "elements": ["Fe", "C", "C", "C", "C", "C", "H", "H", "H", "H", "H", "N", "N", "C", "N", "S", "H", "H", "H", "H", "H", "N", "C", "C", "O", "O", "H", "H", "H", "H"],
  "coordinates": [[-0.313725, -0.221712, 0.024370], [-2.243386, -1.368087, 1.403319], [-2.860223, -0.258195, 0.797156], [-2.320082, 0.910455, 1.375328], [-1.384757, 0.531292, 2.358783], [-1.333269, -0.884227, 2.389607], [-2.442563, -2.398404, 1.180147], [-3.620320, -0.300854, 0.041376], [-2.661207, 1.914952, 1.204876], [-0.857809, 1.176848, 3.060508], [-0.809336, -1.505211, 3.120000], [1.753986, -0.154399, 1.481055], [3.056582, -0.101042, 0.963264], [3.345725, -0.050528, -0.353027], [4.660529, -0.004823, -0.647250], [2.099859, -0.035179, -1.493426], [1.553000, 0.701180, 2.007860], [1.670854, -0.937143, 2.135687], [3.852820, -0.031421, 1.611635], [5.361497, -0.170324, 0.066207], [4.984789, 0.059082, -1.597003], [-0.844360, 1.165730, -1.499565], [-1.498700, 0.577717, -2.693701], [-1.440669, -0.911052, -2.607261], [-1.881126, -1.532305, -3.571893], [-0.946337, -1.429345, -1.483449], [-1.376622, 1.942076, -1.117454], [0.073422, 1.504773, -1.760842], [-1.018575, 0.909360, -3.627236], [-2.559993, 0.900799, -2.769058]],
  "forces_ev_per_a": [[-1.0774, -0.8593, 0.5472], [0.3957, 0.4091, 0.3156], [0.5033, -0.0476, 0.2612], [-0.0150, 0.0033, 0.0975], [0.5834, 0.0356, 0.1252], [0.0552, -0.4498, -0.5566], [-0.0066, -0.2005, -0.0766], [-0.1041, -0.0043, -0.2401], [0.0204, 0.2484, -0.1578], [-0.2123, 0.0023, -0.2333], [-0.0630, 0.2455, -0.3063], [-0.0045, 0.1494, 0.2169], [1.1177, -0.0292, 0.9598], [-1.1072, 0.1253, -0.6353], [0.1462, -0.0666, 0.3967], [0.7447, -0.1332, 0.2505], [0.0107, -0.2551, -0.2631], [-0.0325, 0.1672, -0.3829], [-0.8334, -0.0581, -0.2681], [-0.2310, 0.0725, -0.2402], [-0.3309, -0.0622, -0.0121], [-0.0947, 0.9467, -0.2741], [-0.2460, 1.0667, 0.2473], [0.1348, -2.2118, 0.6818], [0.4239, 0.1910, 0.8229], [-0.4146, 0.8589, -1.6966], [0.1279, -0.0523, -0.1201], [-0.0583, 0.3331, -0.0061], [-0.0958, -0.1456, 0.3320], [0.6634, -0.2790, 0.2148]],
  "e_lumo_ha": [-0.01072, -0.01096],
  "relative_energy_kcal_mol": 0.0,
  "total_charge": 0,
  "multiplicity": 5
}


{
  "formula": "C6H9NO",
  "method": "wB97M-V/def2-TZVPD",
  "elements": ["O", "C", "C", "C", "C", "C", "N", "C", "H", "H", "H", "H", "H", "H", "H", "H", "H"],
  "coordinates": [[1.394677, 2.217622, 0.415460], [0.501594, 1.595055, 1.122224], [0.587554, 0.003026, 1.284385], [-0.445823, 0.697752, 0.376845], [-0.052813, 0.476878, -1.059021], [-0.282289, -0.873556, -1.515978], [-1.023889, -1.776572, -0.908443], [-0.794477, -2.497310, 0.091223], [0.176816, 2.121058, 2.025724], [1.619106, -0.237663, 1.071783], [0.263064, -0.294584, 2.276265], [-1.427093, 0.435581, 0.753885], [-0.506689, 1.245828, -1.704735], [1.018738, 0.750897, -1.130961], [-0.015464, -1.114836, -2.547577], [-1.569465, -3.174127, 0.439269], [0.130180, -2.463099, 0.669500]],
  "forces_ev_per_a": [[0.5526, -0.4601, -0.1652], [0.0636, 1.2368, -0.3333], [0.0855, 0.3588, 1.0595], [1.0247, -1.6078, 0.7787], [-0.7946, 0.8656, 0.7135], [-0.7513, 0.5088, -0.7847], [1.5028, 0.3019, -0.3052], [-0.6103, -0.6960, 0.9280], [-0.5865, -0.2787, 0.0324], [-0.1711, -0.2834, -0.6837], [-0.1170, -0.1372, -0.0920], [-0.3127, 0.3811, -0.5134], [0.0006, -0.4271, -0.4267], [0.0861, 0.1275, 0.0759], [-0.0043, -0.1614, 0.0940], [-0.1355, 0.1776, 0.0224], [0.1675, 0.0936, -0.4001]],
  "e_lumo_ha": -0.06433,
  "relative_energy_kcal_mol": 146.8,
  "total_charge": 0
}